Arrangement P

Entry from OMol25: an isolated molecule of C2HBrClFO (ωB97M-V with the def2-TZVPD basis set).

Geometry as ORCA input:
```
! RIJCOSX wB97M-V def2-TZVPD def2/J DEFGRID3
* xyz 0 1
C -0.9908 -0.8204 0.8107
C -1.5387 0.1474 -0.0909
O -1.6525 -1.7393 1.3531
F -2.9007 0.2529 -0.2573
Cl -0.6275 0.8448 -1.2889
Br 0.3855 3.2487 -0.9367
H 0.0321 -0.5462 0.9821
*
```

Kohn-Sham gap (alpha / beta) = 8.5 / 6.9 eV
HOMO level (alpha / beta) = -10.8629 / -10.0061 eV
LUMO (alpha / beta) = -2.33 / -3.07 eV


Arrangement Q

Entry from OMol25: a cluster of 2 separate species, C2HBrClFO in total (ωB97M-V with the def2-TZVPD basis set).

Geometry as ORCA input:
```
! RIJCOSX wB97M-V def2-TZVPD def2/J DEFGRID3
* xyz 0 1
C -0.5855 0.4507 0.9410
C -0.9875 -0.7244 0.5532
O -0.6314 1.5285 1.3624
F 2.0208 0.6040 -1.2726
Cl -0.7176 -2.1298 1.5354
Br -1.6367 -0.8264 -1.2411
H 2.5378 1.0974 -1.8783
*
```

Kohn-Sham gap = 8.7 eV
HOMO level = -8.9069 eV
LUMO = -0.23 eV


Which of them is the most stable, and which is the least stable? arrangement Q and arrangement P, in that order.


Arrangement P

Entry from OMol25: an isolated molecule of C3H9N3O (ωB97M-V with the def2-TZVPD basis set).

Geometry as ORCA input:
```
! RIJCOSX wB97M-V def2-TZVPD def2/J DEFGRID3
* xyz 0 1
C 1.7635 -0.6230 0.5181
C 3.0176 -0.1436 1.1665
C -2.4267 0.8642 -0.9402
N 0.8382 0.2110 0.3935
N -1.5176 0.6240 0.1461
N -0.4204 -0.1087 -0.2900
O -2.9655 -0.3047 -1.5298
H 1.7176 -1.6685 0.1885
H 3.8723 -0.2831 0.5057
H 2.9080 0.9133 1.4023
H 3.2063 -0.6989 2.0851
H -3.2829 1.4184 -0.5512
H -1.8981 1.4645 -1.6895
H -1.9886 0.2063 0.9487
H -0.5528 -1.1272 -0.3199
H -2.2708 -0.7440 -2.0338
*
```

Kohn-Sham gap = 10.1 eV
HOMO level = -9.1401 eV
LUMO = 0.96 eV


Arrangement Q

Entry from OMol25: an isolated molecule of C3H9N3O (ωB97M-V with the def2-TZVPD basis set).

Geometry as ORCA input:
```
! RIJCOSX wB97M-V def2-TZVPD def2/J DEFGRID3
* xyz 0 1
O 0.2451 -1.1912 3.0991
C 0.1021 -1.1507 1.8767
N -0.2924 -2.2170 1.0554
C 0.5274 0.1658 1.0603
N -0.2330 0.2212 -0.1910
C 0.3504 0.5749 -1.5300
N -0.2934 1.6600 -2.2648
H -0.8607 -2.8502 1.5775
H -0.7014 -1.8127 0.2200
H 0.2664 0.9152 1.7743
H 1.5959 0.1332 0.8425
H -1.1016 0.8517 -0.2612
H 1.3453 1.0082 -1.2752
H 0.5127 -0.2589 -2.1001
H -1.3312 1.4936 -2.1833
H -0.1316 2.4569 -1.7002
*
```

Kohn-Sham gap = 9.9 eV
HOMO level = -9.0136 eV
LUMO = 0.84 eV


Which of them is the most stable, and which is the least stable? arrangement Q and arrangement P, in that order.


Arrangement P

Entry from OMol25: a cluster of 3 separate species, C3H9N3O in total (ωB97M-V with the def2-TZVPD basis set).

Geometry as ORCA input:
```
! RIJCOSX wB97M-V def2-TZVPD def2/J DEFGRID3
* xyz 0 1
C 0.8507 -1.6303 -0.2157
N 0.2041 -0.4398 0.3329
C 0.1622 0.6746 -0.2826
N -2.6183 -0.4203 0.6475
N 2.0048 1.0928 0.4218
C -0.3510 1.7393 -0.8517
O -1.7205 -0.6900 -0.3000
H -2.2907 -0.7107 1.5671
H -2.9270 0.5501 0.6221
H 2.1224 0.7206 1.3645
H 2.6986 0.5974 -0.1423
H 0.0856 -2.4056 -0.2945
H 1.2839 -1.4741 -1.2067
H 1.6185 -1.9713 0.4787
H -1.3873 1.7494 -1.1579
H 0.2641 2.6178 -0.9831
*
```

Kohn-Sham gap (alpha / beta) = 8.5 / 8.7 eV
HOMO level (alpha / beta) = -8.5403 / -8.4066 eV
LUMO (alpha / beta) = -0.04 / 0.26 eV


Arrangement Q

Entry from OMol25: a cluster of 3 separate species, C3H9N3O in total (ωB97M-V with the def2-TZVPD basis set).

Geometry as ORCA input:
```
! RIJCOSX wB97M-V def2-TZVPD def2/J DEFGRID3
* xyz 0 1
C 0.0634 -0.0213 -0.9712
C -0.0276 -0.0400 1.4117
C 2.4052 -0.3091 -0.6600
N 0.0097 -0.7058 0.1284
O -0.2504 1.2831 -1.1357
N -2.3868 -0.7497 -0.4348
N -2.9333 0.0243 0.2758
H -0.5749 1.6535 -0.3025
H 0.0755 -0.5418 -1.9207
H -3.9955 -0.0270 0.3127
H 0.4360 -0.6853 2.1564
H 0.4884 0.9287 1.4448
H -1.0782 0.1360 1.6866
H 2.6629 -0.2934 0.3891
H 2.5192 -1.2557 -1.1679
H 2.5864 0.6035 -1.2128
*
```

Kohn-Sham gap (alpha / beta) = 7.8 / 8.7 eV
HOMO level (alpha / beta) = -7.3577 / -8.0814 eV
LUMO (alpha / beta) = 0.46 / 0.65 eV


Arrangement R

Entry from OMol25: a cluster of 3 separate species, C3H9N3O in total (ωB97M-V with the def2-TZVPD basis set).

Geometry as ORCA input:
```
! RIJCOSX wB97M-V def2-TZVPD def2/J DEFGRID3
* xyz 0 1
C 0.7327 0.6768 -1.2250
C -0.9242 1.3022 -0.0841
N -1.4013 2.4676 -0.5347
N -1.1803 0.4809 0.7663
H -0.8291 3.0228 -1.1455
H -2.1086 2.9342 0.0168
H -0.5733 -0.4575 0.8209
H 1.1637 1.0371 -0.2963
H 1.0361 1.3295 -2.0399
H -0.0872 0.0484 -1.5573
C 0.3523 -2.6370 1.5757
O 1.4712 -1.7021 -0.1426
N 0.4525 -1.6960 0.7274
H 1.3378 -0.7385 -0.7338
H -0.4746 -2.5850 2.2700
H 1.0322 -3.4833 1.5821
*
```

Kohn-Sham gap = 9.1 eV
HOMO level = -8.2754 eV
LUMO = 0.81 eV


Arrangement S

Entry from OMol25: an isolated molecule of C3H9N3O (ωB97M-V with the def2-TZVPD basis set).

Geometry as ORCA input:
```
! RIJCOSX wB97M-V def2-TZVPD def2/J DEFGRID3
* xyz 0 1
C -0.9490 -0.7856 -1.1329
N -0.1568 0.3569 -1.5426
C -0.5714 0.2427 -0.0770
N -1.5051 1.3195 0.2234
N 0.7433 -1.4221 1.2442
C 0.5370 -0.0374 0.9389
O 1.8035 0.4536 0.3322
H 1.6788 1.3871 0.0946
H 0.8225 0.0747 -1.6416
H -1.0051 2.1465 0.5414
H -1.9622 1.5957 -0.6451
H 1.1889 -1.8444 0.4337
H 1.4504 -1.4685 1.9740
H -0.4558 -1.7499 -1.1367
H -1.9810 -0.7977 -1.4652
H 0.3621 0.5289 1.8586
*
```

Kohn-Sham gap = 10.0 eV
HOMO level = -9.1114 eV
LUMO = 0.84 eV


Which of them is the most stable, and which is the least stable? arrangement S and arrangement P, in that order.


Arrangement P

Entry from OMol25: a structure of composition C6H10O (ωB97M-V with the def2-TZVPD basis set).

Geometry as ORCA input:
```
! RIJCOSX wB97M-V def2-TZVPD def2/J DEFGRID3
* xyz 0 1
C -1.8035 -0.1538 0.5753
C -0.6933 -0.7996 0.0122
C 0.0678 -0.4687 -1.4435
C 1.4679 -0.2826 -0.8954
O 1.8433 1.0836 -0.8158
C 0.9581 1.2637 0.3111
C 0.6588 -0.2347 0.3950
H -1.8808 0.9306 0.5539
H -0.7385 -0.1623 2.1396
H -2.7147 -0.7000 0.7943
H -0.7245 -1.8880 0.0996
H -0.0844 -1.3614 -2.0479
H -0.3253 0.4282 -1.9204
H 2.2651 -0.9710 -1.1749
H 0.1182 1.9368 0.0880
H 1.5069 1.6408 1.1792
H 0.0789 -0.2614 2.1498
*
```

Kohn-Sham gap (alpha / beta) = 7.6 / 7.5 eV
HOMO level (alpha / beta) = -7.4819 / -7.4534 eV
LUMO (alpha / beta) = 0.10 / 0.08 eV


Arrangement Q

Entry from OMol25: an isolated molecule of C6H10O (ωB97M-V with the def2-TZVPD basis set).

Geometry as ORCA input:
```
! RIJCOSX wB97M-V def2-TZVPD def2/J DEFGRID3
* xyz 0 1
C -0.3615 0.7379 2.1529
O -0.2568 1.4340 0.9375
C -0.8539 0.7223 -0.1027
C -0.2346 0.4610 -1.4101
C 1.1860 -0.0892 -1.4028
C 0.7830 -1.2259 -0.4454
C -0.6525 -0.7161 -0.3856
H -1.3316 0.8761 2.6555
H 0.4401 1.0879 2.8039
H -0.2347 -0.3363 1.9637
H -1.9167 0.9641 -0.2398
H -0.6474 0.9263 -2.3037
H 1.4275 -0.4832 -2.3950
H 1.9931 0.5742 -1.0807
H 0.7900 -2.1929 -0.9587
H 1.3538 -1.3287 0.4835
H -1.4838 -1.4114 -0.2724
*
```

Kohn-Sham gap = 10.5 eV
HOMO level = -9.4221 eV
LUMO = 1.09 eV


Which of them is the most stable, and which is the least stable? arrangement Q and arrangement P, in that order.


Arrangement P

Entry from OMol25: an isolated molecule of C6H10O (ωB97M-V with the def2-TZVPD basis set).

Geometry as ORCA input:
```
! RIJCOSX wB97M-V def2-TZVPD def2/J DEFGRID3
* xyz 0 1
C -2.0462 -0.2690 0.1635
C -1.1149 0.7672 -0.4126
C -0.0295 1.3571 0.4468
C 0.3240 0.4472 -0.7027
C 1.0472 -0.8717 -0.7003
C 2.1122 -1.1222 0.0781
O 2.0782 -0.7649 1.3849
H -2.8818 0.2082 0.6876
H -1.5250 -0.9157 0.8795
H -2.4582 -0.9118 -0.6223
H -1.5798 1.4456 -1.1258
H 0.2149 2.4130 0.3467
H 0.0575 1.0011 1.4702
H 0.7224 1.0100 -1.5502
H 0.9137 -1.4751 -1.5882
H 1.1105 -0.7452 1.4729
H 3.0547 -1.5739 -0.2281
*
```

Kohn-Sham gap = 9.3 eV
HOMO level = -8.3357 eV
LUMO = 0.93 eV


Arrangement Q

Entry from OMol25: a cluster of 2 separate species, C6H10O in total (ωB97M-V with the def2-TZVPD basis set).

Geometry as ORCA input:
```
! RIJCOSX wB97M-V def2-TZVPD def2/J DEFGRID3
* xyz 0 1
C 2.6178 0.2365 -0.3593
C 1.6959 -0.6713 -0.6599
C -1.3446 -0.4083 0.4302
C -1.9820 -0.8355 -0.8558
O -1.2770 -1.4430 1.3350
C -0.8844 0.7953 0.6762
C -0.3170 1.9515 0.8978
H 3.1138 0.2493 0.6082
H 0.7295 2.1111 0.6317
H 2.9133 1.0054 -1.0691
H 1.3867 -1.4391 0.0458
H 1.1975 -0.6795 -1.6267
H -3.0075 -1.1768 -0.6793
H -1.9966 -0.0122 -1.5730
H -1.4212 -1.6748 -1.2837
H -0.8421 -1.1146 2.1335
H -0.8489 2.7905 1.3438
*
```

Kohn-Sham gap = 9.5 eV
HOMO level = -8.5916 eV
LUMO = 0.89 eV


Which of them is the most stable, and which is the least stable? arrangement P and arrangement Q, in that order.